[1]
Below is C20H24AlN6S as an isolated structure, with properties calculated with ωB97M-V with the def2-TZVPD basis set.

Element x y z (Å)
C  -2.512  1.660  3.003
H  2.630  -5.362  -1.039
Al  0.108  -0.074  0.168
N  -0.710  -3.871  1.338
C  1.819  1.777  -1.316
C  -0.176  1.054  -2.536
H  3.734  1.006  3.581
H  0.590  0.531  -3.113
H  -2.305  0.464  -4.204
C  -3.325  -1.005  -3.005
H  1.547  0.098  2.807
S  1.122  -2.006  0.722
H  1.960  -3.932  -1.828
N  0.381  1.435  -1.218
C  -2.321  -0.087  -3.273
C  -1.948  3.219  1.267
C  -1.739  0.729  2.353
N  0.996  -4.536  -0.046
N  1.732  0.860  0.892
C  -3.311  -1.694  -1.796
H  0.272  3.383  -0.367
H  -0.471  1.927  -3.119
N  -1.310  -0.556  -1.167
H  -2.024  4.202  0.821
C  4.166  1.905  1.667
C  -2.618  2.932  2.446
H  1.968  2.789  -1.699
C  -0.403  2.558  -0.602
H  -4.111  -1.174  -3.729
C  -1.331  0.114  -2.330
C  3.679  2.137  0.388
H  -4.087  -2.407  -1.556
C  2.454  1.603  0.038
C  3.397  1.176  2.568
H  -1.040  -3.224  2.031
H  -2.232  -1.958  0.042
H  2.938  -3.771  -0.349
H  -1.058  -4.819  1.415
H  -1.613  -0.276  2.737
C  2.190  0.668  2.149
H  5.129  2.301  1.961
N  -1.084  1.011  1.209
C  -2.290  -1.445  -0.909
H  -3.214  3.695  2.931
C  -1.178  2.239  0.666
H  -1.115  2.947  -1.332
H  2.302  1.097  -2.021
H  -3.022  1.405  3.921
H  0.603  -5.469  -0.016
H  4.244  2.726  -0.322
C  2.201  -4.379  -0.865
C  0.391  -3.602  0.642

Values from the calculation:
net charge = +3
E_HOMO = -18.62 eV


[2]
Below is a 3-piece molecular cluster, C20H24Br2F3NO6 overall at a distorted geometry, with properties calculated with ωB97M-V with the def2-TZVPD basis set.

Element x y z (Å)
H  0.077  -5.847  3.338
C  -2.587  2.122  -0.193
N  -5.173  -0.583  0.935
C  0.609  2.809  -3.355
C  -1.495  -2.378  2.943
Br  2.219  1.612  -3.175
C  -5.920  0.169  -0.129
C  -0.765  -1.601  4.019
H  -3.775  3.531  -3.482
O  -0.571  -2.927  1.988
H  -1.480  4.546  -2.709
H  -1.474  -1.140  4.709
H  -0.823  -4.552  4.081
O  -3.324  0.081  2.452
O  -7.151  -0.017  -0.316
C  -2.610  2.972  -1.511
C  -3.747  1.176  0.175
Br  0.891  1.015  -5.648
C  3.763  -0.269  -0.104
C  0.067  -4.100  2.140
C  6.927  -0.893  -0.367
O  4.901  0.443  -0.208
C  -0.047  2.895  -1.903
H  6.697  1.032  0.537
O  2.729  0.173  -0.553
H  0.956  -4.466  4.037
C  6.130  0.102  0.451
H  0.749  3.241  -1.142
C  3.814  -1.650  0.488
F  -1.200  1.083  -3.845
C  -4.923  1.181  -0.842
H  -4.827  -1.384  0.366
H  -5.931  1.872  -2.820
H  -0.091  -2.243  4.591
C  -1.303  3.889  -1.793
H  -2.142  -1.696  2.387
H  -0.290  1.809  -1.594
H  -1.209  4.598  -0.892
H  7.114  -0.499  -1.370
H  -2.145  -3.155  3.353
O  0.699  -4.571  1.219
H  3.932  -2.379  -0.315
H  2.875  -1.836  1.010
H  6.388  -1.834  -0.493
H  4.604  -1.784  1.224
C  -3.981  0.191  1.400
H  -1.682  2.218  0.487
C  0.063  -4.767  3.487
C  -0.357  2.049  -4.452
H  7.886  -1.105  0.112
C  -3.805  2.912  -2.512
F  -1.116  2.965  -5.224
H  5.946  -0.243  1.471
H  -0.149  -0.817  3.570
F  1.074  4.070  -3.867
C  -5.018  1.979  -2.154

Values from the calculation:
E_HOMO = -9.09 eV


[3]
Below is an isolated molecule of C20H24ClN3O4 at a distorted geometry, with properties calculated with ωB97M-V with the def2-TZVPD basis set.

Element x y z (Å)
O  5.705  2.624  -0.742
H  -7.552  -0.729  -3.301
H  -2.445  -1.502  1.312
C  -0.056  1.427  3.124
H  4.149  2.578  1.479
C  3.637  2.426  0.511
H  -4.835  -1.349  0.509
H  6.668  0.904  -1.134
O  -5.904  -1.892  -3.721
O  -6.668  -1.468  -1.593
H  -1.076  2.285  1.403
O  -0.945  -0.776  3.321
C  -4.476  -1.545  -0.488
H  5.462  0.552  0.991
H  3.856  3.068  -1.532
H  -2.124  1.924  2.773
C  4.897  0.475  0.045
H  4.540  4.209  -0.334
C  0.219  -1.801  1.129
C  -3.094  -1.742  -0.731
C  -2.135  -1.695  0.295
H  2.632  2.845  0.576
N  3.554  1.014  0.177
H  1.127  0.067  -0.321
H  -3.157  -2.270  -4.131
C  -5.313  -1.617  -1.555
C  -1.142  2.296  2.489
C  -0.466  -2.138  -1.320
C  4.412  3.155  -0.586
C  -0.234  -0.016  2.686
H  0.931  1.439  0.762
H  1.179  -2.202  0.801
H  2.872  0.575  2.145
C  5.637  1.251  -1.045
N  0.391  -0.418  1.553
C  -7.051  -1.641  -2.939
H  -7.745  -2.492  -3.020
H  5.115  1.105  -2.002
H  0.936  1.807  2.887
N  -1.318  -2.193  -2.300
C  -3.526  -2.071  -3.141
H  -0.138  -2.356  2.001
C  1.241  0.397  0.714
H  -1.050  3.325  2.832
Cl  1.181  -2.398  -1.776
H  3.003  -0.791  1.025
H  -0.182  1.443  4.208
H  4.830  -0.576  -0.244
C  2.724  0.262  1.097
C  -2.624  -2.003  -2.051
C  -4.843  -1.878  -2.867
C  -0.799  -1.894  0.027

Values from the calculation:
structure (SMILES) = CCC(=O)N(CCN1CCOCC1)Cc1cc2cc3c(cc2nc1Cl)OCO3
E_HOMO = -8.39 eV


[4]
Below is C20H24CoF5NO2P2Te as an isolated structure at a distorted geometry, with properties calculated with ωB97M-V with the def2-TZVPD basis set.

Element x y z (Å)
H  -1.904  4.053  -0.969
H  5.006  -1.844  -1.918
C  0.011  4.334  -1.895
F  0.133  0.903  3.807
C  -2.064  1.233  -1.016
H  -3.921  -0.672  0.768
C  2.933  -2.209  -1.491
F  0.966  -1.572  4.403
H  1.347  -4.144  1.340
C  3.984  -1.447  -2.012
H  -3.535  -0.048  2.404
C  1.719  1.279  -3.559
C  1.107  2.341  -2.660
H  -1.707  -3.418  1.886
H  2.279  -2.656  0.907
P  -2.069  0.860  0.782
C  1.534  -0.318  -1.877
H  0.836  0.672  -3.671
H  0.027  5.440  -1.773
F  -2.317  0.350  4.736
N  0.252  0.209  -1.846
H  1.961  4.351  -2.998
C  1.071  3.751  -2.597
H  -4.467  0.980  1.249
C  0.193  1.594  -1.828
H  -1.816  0.278  -1.500
C  -0.955  2.194  -1.362
H  -2.789  3.022  1.646
C  -1.854  2.439  1.657
H  4.718  0.360  -3.103
C  1.653  -1.648  -1.486
H  -2.294  -3.309  0.185
C  -1.037  3.594  -1.372
H  3.057  -3.212  -1.138
F  -0.147  -0.001  6.248
C  -1.436  -3.561  0.828
O  -1.174  -1.167  2.779
C  0.902  0.572  0.756
H  -0.426  -1.714  -1.720
H  -1.561  2.191  2.687
H  -3.029  1.638  -1.366
C  0.340  -2.337  -1.248
H  1.294  -2.710  2.423
H  0.376  -3.338  -1.719
Co  -0.479  -0.446  1.022
C  1.365  -3.045  1.379
P  -0.094  -2.370  0.540
Te  -0.704  -0.656  4.535
H  -1.047  3.011  1.177
C  -3.668  0.226  1.347
O  1.826  1.270  0.606
H  1.854  1.370  -4.647
C  3.832  -0.222  -2.676
F  -1.502  -2.182  5.370
H  -1.110  -4.600  0.655
C  2.533  0.331  -2.677

Values from the calculation:
2S+1 = 5
net charge = +1
E_HOMO (spin up / spin down) = -11.27 / -11.88 eV


[5]
Below is C20H24CoF9N3OSbSe4 as an isolated structure, with properties calculated with ωB97M-V with the def2-TZVPD basis set.

Element x y z (Å)
C  2.082  3.007  1.384
H  -2.071  3.679  -1.122
H  1.780  0.093  -4.815
C  2.755  -0.117  -0.262
Se  -2.111  0.385  -0.550
H  -1.495  3.590  -4.149
C  1.390  3.095  -4.220
Se  -0.022  -2.438  -0.955
H  5.665  -1.660  0.397
F  3.143  2.201  1.595
Se  -1.630  -2.786  -2.494
C  -2.098  -1.737  3.799
C  -0.336  3.432  2.030
C  3.775  -2.103  1.271
H  1.212  -1.000  -3.544
F  -0.336  4.270  0.982
H  -1.682  -3.380  5.125
H  2.074  -3.249  2.612
N  1.600  -2.490  2.156
H  0.728  5.081  -3.651
H  4.149  -2.894  1.907
C  4.099  -0.381  -0.353
H  2.327  2.551  -4.359
C  1.660  4.527  -3.784
F  1.707  2.440  4.069
H  -2.807  4.746  -2.322
H  2.187  4.556  -2.828
H  -1.089  4.878  -1.948
C  -1.602  3.137  -3.159
F  -0.138  1.339  3.841
C  0.745  2.309  1.829
H  0.541  -3.825  4.124
Sb  0.184  1.993  -2.785
F  -0.153  4.186  3.136
C  0.334  -2.237  2.677
O  0.318  1.466  0.910
F  2.339  4.158  2.032
H  -1.102  -0.146  -3.753
C  1.012  1.651  3.226
C  -0.091  -3.033  3.745
H  0.852  3.067  -5.171
C  -1.599  -1.014  2.736
F  -1.554  2.904  2.118
C  4.612  -1.410  0.433
C  -0.281  0.429  -4.184
H  2.264  5.076  -4.512
C  -1.326  -2.776  4.300
H  -0.646  0.903  -5.099
N  1.921  -0.807  0.533
H  2.279  0.673  -0.832
Co  -0.026  -0.376  0.241
Se  -3.943  -0.723  0.133
C  0.916  -0.473  -4.453
H  4.723  0.202  -1.013
F  2.066  3.283  0.080
H  -2.155  -0.201  2.290
N  -0.413  -1.267  2.171
H  -2.405  2.399  -3.216
F  1.711  0.512  3.108
C  2.411  -1.770  1.302
H  -3.071  -1.500  4.201
H  0.688  -1.235  -5.203
C  -1.909  4.168  -2.084

Values from the calculation:
2S+1 = 4
net charge = -1
E_HOMO (spin up / spin down) = -4.18 / -4.11 eV


[6]
Below is an isolated molecule of C20H24F2N4O2S at a distorted geometry, with properties calculated with ωB97M-V with the def2-TZVPD basis set.

Element x y z (Å)
H  4.834  2.426  1.366
H  3.473  0.489  1.942
C  3.052  1.198  1.226
H  -5.079  -0.746  -2.097
C  -0.848  -1.474  -1.463
H  5.846  1.545  -0.611
H  -4.036  -0.791  2.076
H  2.631  -0.761  -1.416
C  -4.750  -1.137  1.334
C  -2.079  2.475  0.523
C  -0.110  -3.079  0.389
C  3.155  -0.464  -0.502
N  4.950  1.192  -0.302
C  -4.363  -0.630  -0.051
H  -4.750  -2.223  1.345
C  -2.983  -1.070  -0.398
H  1.715  2.215  -0.794
H  -0.355  -4.112  0.114
C  0.062  1.385  0.278
H  3.753  2.875  0.035
H  1.103  0.695  -1.434
C  -5.347  -1.129  -1.115
H  -0.002  -1.505  -2.119
O  5.197  -0.493  -1.759
N  -2.266  -1.891  0.277
H  0.492  -0.098  1.746
C  4.518  0.083  -0.932
F  -0.622  3.054  -1.251
N  1.271  -2.803  0.076
H  -6.353  -0.794  -0.875
O  1.810  -1.982  2.107
C  4.175  2.026  0.591
H  -4.380  0.467  -0.058
H  -5.742  -0.779  1.598
C  -1.058  -2.136  -0.294
H  -5.341  -2.216  -1.150
H  -1.627  0.197  2.955
F  -2.984  3.370  0.083
H  3.847  -2.509  -0.310
N  2.310  0.446  0.240
H  1.564  -2.924  -0.879
C  2.100  -2.186  0.948
S  -2.202  -0.491  -1.860
H  -3.292  1.871  2.163
C  3.417  -1.742  0.334
H  4.119  -1.529  1.140
C  -2.356  1.721  1.649
C  -1.423  0.796  2.082
H  -0.230  -2.968  1.470
C  -0.229  0.627  1.404
H  2.363  1.853  1.762
C  -0.881  2.309  -0.156
C  1.344  1.219  -0.504

Values from the calculation:
structure (SMILES) = CC(C)c1nc(CNC(=O)C[C@@H]2C(=O)NCCN2Cc2cccc(F)c2F)cs1
E_HOMO = -8.71 eV


no.,total energy (hartree)
1,-1744.96907
2,-6730.10907
3,-1701.94205
4,-3814.23256
5,-13143.71836
6,-1743.99609